ORCA calculation (the ωB97M-V functional and the def2-TZVPD basis) on C20H31O3Sr as an isolated structure.

Properties
charge: -1
energy: -28218.15867 eV
energy above the lowest of the compared OMol25 structures with the same formula, charge and spin: 207.37 kJ/mol
LUMO energy: 2.042 eV
HOMO: -2.754 eV
orbital gap: 4.80 eV

Geometry (Å):
O: 1.10311 -0.33711 -5.56741
C: 2.41891 -0.36517 -6.22510
C: 1.97203 -0.94314 -7.54254
H: 3.09374 -1.01404 -5.66512
H: 2.82234 0.64436 -6.30554
C: 0.59367 -0.69439 -6.91162
H: 2.21642 -1.97511 -7.73845
H: 2.21175 -0.30383 -8.37692
C: -0.25406 -1.94514 -6.94851
H: 0.23418 -2.78802 -6.42777
H: -0.40830 -2.24014 -8.00196
H: -1.24715 -1.69840 -6.52478
C: -0.06642 0.46250 -7.63329
H: 0.66318 1.27039 -7.79769
H: -0.96106 0.78936 -7.07965
H: -0.37602 0.11338 -8.63649
Sr: 0.09464 0.33292 -2.15363
C: -0.83658 2.83646 0.21128
C: 0.52731 2.73876 0.57657
C: 1.32020 2.95256 -0.59732
H: 0.88436 2.57664 1.58985
C: 0.41461 3.19978 -1.68622
C: -0.91889 3.11246 -1.17862
H: -1.82829 3.32704 -1.74078
H: -1.68611 2.75654 0.89793
H: 2.39681 3.02173 -0.62306
H: 0.69904 3.52859 -2.69145
C: -2.41579 -0.62259 0.10837
C: -2.88533 0.29795 -0.86255
C: -2.72281 -0.28770 -2.15309
H: -3.36242 1.25116 -0.63127
C: -2.12496 -1.58418 -1.97085
C: -1.92527 -1.77606 -0.56525
H: -1.53336 -2.66809 -0.08729
H: -2.48536 -0.49516 1.18178
H: -3.08158 0.13966 -3.08995
H: -1.91714 -2.31662 -2.74700
O: 2.84044 -3.29425 -4.23624
C: 1.82133 -2.58752 -3.44776
C: 2.36181 -1.18444 -3.04726
H: 1.64990 -3.15353 -2.50929
H: 0.86474 -2.62610 -4.00215
C: 3.88608 -1.34390 -3.15019
H: 2.21271 -0.99524 -1.95419
H: 2.01465 -0.37707 -3.72373
C: 4.08801 -2.58676 -4.05262
H: 4.31982 -1.52172 -2.14296
H: 4.33591 -0.45525 -3.60946
H: 4.74799 -3.32161 -3.54838
H: 4.42486 -2.31470 -5.06343
C: 0.47123 -0.42192 1.74871
O: 0.46426 -0.16425 0.35916
H: 1.34393 0.03509 2.23780
H: 0.52688 -1.51585 1.88262
H: -0.42128 -0.05413 2.29197